--- w ---
C4H12N2 | wB97M-V/def2-TZVPD

```
18
Properties=species:S:1:pos:R:3
C 0.545 0.211 -1.544
C 0.824 -1.094 -0.908
C -0.494 -1.442 -0.197
C -0.903 -0.762 0.858
N -2.006 -1.383 1.673
N 1.331 3.065 -0.421
H -0.297 0.509 -2.153
H 1.209 1.045 -1.379
H 1.121 -2.001 -1.445
H 1.687 -0.912 -0.288
H -0.958 -2.396 -0.432
H -0.519 0.178 1.219
H -2.943 -1.331 1.265
H -1.788 -2.377 1.746
H -2.024 -0.992 2.616
H 1.547 4.061 -0.294
H 1.405 2.689 0.522
H 2.263 2.931 -0.837
```

Results
Total charge: +1
Gap between HOMO and LUMO (spin up / spin down): 7.62 / 9.65 eV
Spin multiplicity: 2
HOMO (spin up / spin down): -11.35 / -13.39 eV

--- x ---
C4H12N2 | wB97M-V/def2-TZVPD

```
18
Properties=species:S:1:pos:R:3
C -1.273 0.928 2.692
C -0.260 -0.004 1.974
C -0.982 -1.011 1.033
H -1.986 0.535 3.483
H -0.904 1.762 3.166
H -1.893 1.384 1.950
H 0.302 0.671 1.371
H 0.427 -0.586 2.668
H -0.516 -2.023 0.813
H -1.229 -0.565 0.019
H -1.945 -1.297 1.507
N 1.704 -0.933 -2.621
C 1.298 0.256 -3.231
N 1.819 1.436 -2.854
H 1.385 -1.949 -3.041
H 2.520 -0.838 -1.966
H 0.590 0.159 -3.975
H 0.946 2.073 -2.988
```

Results
Total charge: +1
Gap between HOMO and LUMO (spin up / spin down): 8.82 / 5.17 eV
Spin multiplicity: 2
HOMO (spin up / spin down): -14.05 / -14.05 eV

Verdict on stability: x comes out at the bottom.

--- w ---
C8H10 | wB97M-V/def2-TZVPD

```
18
Properties=species:S:1:pos:R:3
C -2.108 -1.268 -0.649
C -1.444 -0.167 -0.761
C -0.502 0.842 -1.289
C 0.930 0.509 -1.070
C 0.730 0.296 0.449
C 1.378 -1.014 0.938
C -0.015 1.312 1.230
C -0.796 0.673 0.179
H -2.446 -1.477 0.267
H -2.596 -1.794 -1.420
H -0.845 1.681 -1.757
H 1.450 -0.325 -1.570
H 1.673 1.386 -1.244
H 2.468 -0.910 1.218
H 1.428 -1.699 0.169
H 0.912 -1.451 1.788
H -0.063 2.408 1.250
H -0.155 0.996 2.274
```

Results
Total charge: 0
Gap between HOMO and LUMO: 9.10 eV
HOMO: -8.10 eV
Structure (SMILES): C=C1[C@@H]2C[C@@]3(C)C[C@]123

--- x ---
C8H10 | wB97M-V/def2-TZVPD

```
18
Properties=species:S:1:pos:R:3
C 0.506 0.436 -2.517
C 0.409 1.230 -1.207
C 0.063 0.388 -0.023
C -0.902 -0.656 -0.023
C -1.204 -1.337 1.058
C -0.635 -1.078 2.309
C 0.351 -0.040 2.403
C 0.670 0.643 1.267
H -0.501 -0.183 -2.671
H 1.490 -0.513 -2.222
H 1.075 0.942 -3.310
H -0.302 1.967 -1.552
H 1.427 1.530 -1.086
H -1.596 -0.838 -1.020
H -2.046 -2.291 0.977
H -1.114 -1.694 3.001
H 0.976 0.127 3.358
H 1.334 1.370 1.258
```

Results
Total charge: 0
Gap between HOMO and LUMO: 9.83 eV
HOMO: -8.86 eV

Verdict on stability: w comes out at the bottom.

--- w ---
C5H20N10O5 | wB97M-V/def2-TZVPD

```
40
Properties=species:S:1:pos:R:3
N -0.214 2.875 1.396
C 0.852 2.143 1.155
N 0.383 0.950 1.091
O 2.038 2.471 1.011
H -0.055 3.868 1.487
H -1.099 2.431 1.593
H 1.043 0.253 0.774
H -0.531 0.687 0.752
N 3.582 -2.252 -5.806
C 2.768 -2.244 -4.790
N 1.620 -2.206 -5.307
O 3.025 -2.066 -3.530
H 4.576 -2.099 -5.712
H 3.282 -2.427 -6.755
H 1.441 -2.602 -6.218
H 0.919 -1.863 -4.666
N 6.717 -3.602 0.046
C 6.853 -2.896 1.184
N 5.799 -2.174 1.402
O 7.742 -3.115 1.907
H 5.991 -3.365 -0.615
H 7.322 -4.343 -0.277
H 6.009 -1.690 2.263
H 5.322 -1.850 0.573
N -3.649 8.314 3.797
C -4.384 7.614 4.572
N -4.760 6.468 4.070
O -4.665 7.904 5.739
H -3.534 7.882 2.892
H -3.563 9.304 3.980
H -5.528 6.038 4.566
H -4.468 6.105 3.174
N -5.592 -3.677 -1.555
C -4.633 -4.153 -0.783
N -5.070 -4.925 0.196
O -3.497 -3.924 -1.058
H -5.120 -3.338 -2.381
H -6.511 -4.062 -1.389
H -6.024 -4.965 0.525
H -4.387 -5.472 0.701
```

Results
Total charge: 0
Gap between HOMO and LUMO: 9.75 eV
HOMO: -9.51 eV
Structure (SMILES): NC(N)=O.NC(N)=O.NC(N)=O.NC(N)=O.NC(N)=O

--- x ---
C5H20N10O5 | wB97M-V/def2-TZVPD

```
40
Properties=species:S:1:pos:R:3
N 4.041 -1.588 1.281
C 3.814 -1.483 0.064
N 3.565 -0.293 -0.359
O 3.746 -2.416 -0.703
H 3.918 -2.529 1.628
H 4.244 -0.857 1.947
H 3.393 0.402 0.354
H 3.173 -0.172 -1.282
N -0.411 3.082 -2.517
C -1.446 3.840 -2.266
N -2.028 3.289 -1.239
O -1.829 4.896 -2.797
H -0.064 2.258 -2.047
H 0.091 3.633 -3.199
H -2.982 3.539 -1.020
H -1.540 2.469 -0.907
N 0.651 -0.421 -0.831
C 0.150 0.274 0.214
N 0.715 -0.209 1.333
O -0.569 1.154 0.066
H 0.002 -0.274 -1.590
H 1.065 -1.308 -0.579
H 1.416 -0.935 1.296
H 0.237 0.111 2.163
N -1.203 -3.254 -0.790
C -0.723 -4.329 -0.624
N -0.083 -4.668 -1.645
O -0.572 -4.905 0.438
H -1.277 -2.938 -1.746
H -1.502 -2.606 -0.076
H -0.271 -5.637 -1.857
H -0.246 -4.196 -2.523
N -1.711 2.897 2.635
C -1.917 1.682 2.851
N -2.809 1.302 1.999
O -1.481 1.214 3.858
H -0.984 3.244 3.244
H -2.202 3.528 2.018
H -3.033 0.328 1.853
H -3.337 1.875 1.356
```

Results
Total charge: 0
Gap between HOMO and LUMO: 9.71 eV
HOMO: -9.81 eV
Structure (SMILES): NC(N)=O.NC(N)=O.NC(N)=O.NC(N)=O.NC(N)=O

Verdict on stability: x comes out at the bottom.

--- w ---
C4H8N2S | wB97M-V/def2-TZVPD

```
15
Properties=species:S:1:pos:R:3
C 1.065 -0.372 -2.560
C 0.954 -0.022 -1.273
N 0.297 -0.812 -0.327
C -0.269 -0.301 0.705
C -0.792 -1.228 1.774
N -0.413 1.063 1.017
S -0.990 2.203 -0.143
H 1.649 0.165 -3.215
H 0.458 -1.282 -2.906
H 1.413 0.844 -0.817
H -0.526 -2.280 1.488
H -1.934 -1.078 1.925
H -0.304 -0.975 2.679
H -0.758 1.194 1.980
H 0.150 2.879 -0.327
```

Results
Total charge: 0
Gap between HOMO and LUMO: 9.00 eV
HOMO: -8.41 eV
Structure (SMILES): C=C/N=C(/C)NS

--- x ---
C4H8N2S | wB97M-V/def2-TZVPD

```
15
Properties=species:S:1:pos:R:3
C -0.595 -0.899 0.836
C -0.419 0.092 0.031
C 0.187 -0.168 -1.286
N 0.552 -1.724 -1.356
C -0.390 1.411 0.577
N 0.209 1.463 1.844
S -0.810 2.740 -0.363
H -0.336 -1.807 0.411
H -1.142 -0.929 1.856
H 1.041 0.421 -1.543
H -0.584 -0.057 -2.063
H 0.467 -1.655 -2.507
H 1.576 -1.792 -1.121
H 0.617 0.670 2.323
H -0.374 2.235 2.362
```

Results
Total charge: 0
Gap between HOMO and LUMO: 8.45 eV
HOMO: -8.42 eV
Structure (SMILES): C=C(CN)C(N)=S

Verdict on stability: x comes out at the bottom.